142
Properties=species:S:1:pos:R:3:forces:R:3 method="wB97M-V/def2-TZVPD" e_homo_ev=-8.5 smiles="CCCCCCCCCCCCCCCCCCCCc1ccc2c(c1)Sc1ccccc1N2CC(=O)F.FC(F)C(F)(F)COC(F)(F)C(F)F.FC(F)C(F)(F)COC(F)(F)C(F)F.FC(F)C(F)(F)COC(F)(F)C(F)F" total_charge=0
C -6.500895 4.722399 0.500331 -0.912 -0.477 -0.143
C -6.943074 3.293314 -0.050277 0.772 1.089 0.635
C -5.676199 2.343310 0.040284 -0.760 -0.215 -0.304
C -5.527277 1.359157 -1.197742 0.518 -0.164 0.954
C -4.796275 0.014477 -0.748555 -0.460 -0.149 -1.316
C -3.251668 -0.009620 -1.095917 -0.024 -0.457 0.963
C -2.367149 -0.385470 0.180426 -0.226 0.669 -0.802
C -1.995929 -1.920763 0.267921 0.355 0.270 0.889
C -0.440495 -2.149136 0.526450 -1.006 -0.007 -0.399
C -0.005704 -1.530406 1.902637 0.658 -0.694 0.277
C 1.542421 -1.300171 2.056371 0.240 0.186 -0.584
C 2.149106 -0.308475 0.987222 0.619 -0.006 0.172
C 3.675382 -0.609840 0.712138 -0.518 -0.884 0.759
C 4.598893 -0.540765 2.003596 1.086 0.874 -0.898
C 5.106222 0.955621 2.246347 -0.649 -1.039 0.745
C 4.146272 1.783022 3.210665 1.004 0.866 -1.582
C 4.332112 3.316868 2.848289 0.143 0.475 1.271
C 3.060721 4.213522 3.164994 0.631 0.683 0.042
C 2.424891 4.897889 1.870908 -0.710 -0.870 0.375
C 0.885366 4.513881 1.755574 -0.225 -0.518 -0.502
C 0.400788 4.131493 0.324820 -0.590 -0.176 -1.652
C -0.769335 4.828886 -0.250574 0.724 -1.060 -0.426
C -1.331058 4.523738 -1.558906 2.326 -2.061 0.438
C -0.676896 3.448828 -2.338774 0.474 1.169 2.501
C 0.494523 2.750449 -1.754244 -1.443 0.890 -0.055
C 1.053765 3.069156 -0.442109 -2.065 1.053 -1.339
S 1.179699 1.405138 -2.796614 -1.051 -0.037 0.494
C -0.370162 0.677932 -3.456217 -1.750 0.513 -0.350
C -0.577229 -0.759915 -3.613338 -1.841 1.830 -0.548
C -1.887816 -1.201405 -4.117575 0.128 2.092 0.098
C -2.943150 -0.222134 -4.439237 1.841 0.936 0.425
C -2.722001 1.234278 -4.302587 2.060 -2.300 0.818
C -1.418883 1.671509 -3.798521 -1.091 -2.151 -0.352
N -1.221912 3.122429 -3.661930 1.007 -1.086 0.246
C -0.296690 3.626691 -4.730560 1.961 -0.257 0.080
C -0.302877 2.705229 -6.010633 -0.466 0.579 0.088
O -1.174425 2.749845 -6.807817 0.393 -0.188 0.130
F 0.763151 1.837302 -6.253182 -0.764 1.118 0.934
H -6.103545 4.577880 1.541999 -0.114 0.361 -1.058
H -7.385740 5.410485 0.562577 0.760 -0.553 -0.010
H -5.761904 5.198289 -0.192493 -0.387 -0.464 0.776
H -7.325840 3.420297 -1.095736 0.319 -0.315 0.854
H -7.775416 2.944110 0.623974 0.756 0.087 -0.903
H -4.770365 3.001868 0.185107 -0.758 -0.917 -0.174
H -5.819962 1.698598 0.957139 0.388 0.770 -0.836
H -6.556810 1.123539 -1.570756 0.894 0.239 0.161
H -4.903922 1.835655 -2.010597 -0.902 -0.408 0.675
H -5.022463 -0.166226 0.333814 0.446 0.120 -0.859
H -5.274692 -0.839645 -1.317140 0.376 0.835 0.663
H -2.952251 0.989953 -1.523436 -0.208 -1.023 0.545
H -3.040567 -0.800212 -1.872576 -0.311 1.072 0.758
H -2.939537 -0.053206 1.096400 0.731 -0.375 -0.855
H -1.450132 0.274007 0.116522 -0.656 -0.919 0.209
H -2.326105 -2.511034 -0.633316 0.306 0.758 0.748
H -2.550276 -2.341283 1.159860 0.553 0.193 -0.964
H -0.292854 -3.266845 0.486915 0.190 1.078 0.332
H 0.123203 -1.730731 -0.355321 -0.478 -0.217 0.907
H -0.303396 -2.275329 2.698108 0.143 0.835 -0.683
H -0.512204 -0.565037 2.160431 0.195 -0.866 -0.627
H 2.111747 -2.270100 1.980291 -0.700 0.799 0.064
H 1.769324 -0.876441 3.068159 -0.279 -0.494 -0.730
H 2.069929 0.745654 1.371229 -0.169 -0.830 -0.439
H 1.623245 -0.365989 -0.001358 0.281 0.109 0.927
H 3.725237 -1.683840 0.362667 -0.067 1.097 0.055
H 4.046205 0.056360 -0.116911 -0.129 -0.641 0.889
H 4.134414 -0.976532 2.923685 0.215 0.372 -0.849
H 5.530389 -1.139410 1.776663 -1.018 0.405 0.277
H 5.210677 1.400551 1.223028 -0.116 -0.053 1.005
H 6.124091 0.948005 2.737282 -0.977 0.001 -0.644
H 4.505814 1.585538 4.252278 -0.823 0.168 -0.753
H 3.058804 1.552271 3.066199 1.004 -0.228 0.262
H 4.672733 3.479519 1.791616 -0.457 -0.363 0.858
H 5.166914 3.712664 3.500718 -0.671 -0.425 -0.823
H 3.387683 5.024017 3.879557 -0.449 -0.795 -0.678
H 2.307751 3.598296 3.729565 0.563 0.574 -0.616
H 2.507498 6.019280 1.894735 0.203 -1.179 -0.163
H 2.948712 4.455896 0.975701 -0.485 0.799 0.787
H 0.191022 5.310407 2.137693 0.813 -0.686 -0.207
H 0.732147 3.600045 2.395768 -0.017 0.858 -0.552
H -1.235886 5.608678 0.408216 0.425 -0.807 -0.891
H -2.225871 5.003149 -2.013377 0.843 -0.273 0.631
H 1.934748 2.476180 -0.104379 -0.879 0.667 -0.075
H 0.248082 -1.448948 -3.331747 -0.880 0.473 -0.267
H -2.132228 -2.288117 -4.235572 0.430 1.187 0.153
H -3.938219 -0.577150 -4.797499 1.044 0.265 0.350
H -3.501433 1.991006 -4.544645 0.760 -0.773 0.212
H 0.732907 3.661405 -4.270203 -0.811 -0.088 -0.860
H -0.522047 4.671708 -5.064356 -0.264 -1.049 0.238
C 1.377388 -8.047875 2.966582 0.154 -0.808 0.144
C 2.061180 -6.919951 2.170059 -0.552 -0.477 -0.506
C 2.162883 -5.568038 2.874707 0.372 0.684 0.125
F 0.953272 -5.046549 3.158942 0.075 -0.104 -0.083
F 2.790039 -4.671272 2.073113 0.118 -0.270 -0.127
F 1.449863 -6.793254 0.969923 0.012 0.215 0.154
F 3.332278 -7.339257 1.903299 0.060 0.196 0.384
O 0.006737 -8.305293 2.666020 -0.242 1.171 0.122
C -0.960310 -7.542842 3.329427 1.050 -1.018 0.451
C -1.794441 -6.696638 2.364481 -0.422 0.362 -0.493
F -1.020782 -5.829011 1.678092 0.064 -0.204 0.105
F -2.706279 -5.962344 3.044177 0.116 -0.239 0.221
F -0.385310 -6.808562 4.300330 -0.441 0.173 -0.049
F -1.769851 -8.425480 3.956382 -0.280 0.221 -0.263
H 1.887400 -8.969005 2.677746 -0.055 0.140 -0.198
H 1.549278 -7.961352 4.041133 -0.076 0.297 -0.094
H 2.737026 -5.648466 3.802924 -0.012 -0.147 -0.035
H -2.318961 -7.329488 1.645232 0.065 -0.157 0.119
C 2.206047 -1.863734 -7.425950 0.342 -0.221 0.739
C 2.475945 -0.713323 -8.415261 0.414 -0.673 -0.241
C 1.249378 0.066045 -8.885240 -0.412 0.740 -0.153
F 0.374265 -0.711645 -9.556511 0.172 -0.044 0.016
F 1.621276 1.053433 -9.740087 0.279 -0.081 0.125
F 3.178379 -1.192697 -9.469406 -0.190 0.089 -0.042
F 3.303134 0.166854 -7.780333 -0.366 0.127 0.116
O 2.148490 -3.182455 -7.970481 -0.769 0.340 -0.851
C 0.924736 -3.624278 -8.481064 0.511 0.480 1.409
C 0.998478 -3.932365 -9.978226 0.094 -0.158 -0.706
F 1.341314 -2.838083 -10.688175 0.040 -0.063 0.237
F -0.207972 -4.341830 -10.438679 -0.027 -0.037 0.340
F -0.047978 -2.745423 -8.178851 -0.198 -0.317 -0.322
F 0.625271 -4.760992 -7.810027 0.000 -0.158 -0.413
H 3.070568 -1.892827 -6.759645 0.068 0.016 -0.236
H 1.357513 -1.656988 -6.770456 -0.107 0.100 -0.296
H 0.732460 0.529902 -8.042514 0.101 -0.115 0.035
H 1.734432 -4.714090 -10.178997 0.001 -0.028 0.206
C 1.671986 2.004517 7.938740 0.817 0.104 0.135
C 0.400630 2.776277 8.342677 0.335 0.300 -0.758
C -0.762765 1.930322 8.859581 -0.642 -0.034 0.465
F -1.217153 1.064778 7.932266 0.105 0.121 0.030
F -1.808235 2.729589 9.188267 0.241 0.161 0.004
F 0.008711 3.554307 7.307714 -0.161 -0.173 0.091
F 0.760216 3.632285 9.342910 -0.098 -0.352 0.230
O 1.849007 1.740673 6.547917 -1.099 -0.435 -0.085
C 1.246590 0.594625 6.019366 1.088 0.265 1.032
C 0.204280 0.929290 4.949731 -0.523 0.178 -0.578
F -0.788575 1.692376 5.452626 0.247 -0.011 0.092
F -0.368658 -0.199945 4.471403 0.289 -0.028 0.387
F 0.747442 -0.166349 7.011090 -0.181 -0.176 -0.402
F 2.242519 -0.128015 5.457558 -0.258 0.057 -0.318
H 2.510001 2.657438 8.190814 -0.179 0.124 -0.117
H 1.825541 1.109952 8.545252 -0.311 -0.009 -0.078
H -0.473892 1.369212 9.753722 0.130 0.047 -0.043
H 0.659385 1.470338 4.115556 0.215 -0.055 0.074

---

21
Properties=species:S:1:pos:R:3:forces:R:3 method="wB97M-V/def2-TZVPD" e_homo_ev=-9.6 total_charge=0
C 2.000835 -1.134830 1.051454 -0.054 -0.311 -0.170
C 0.585013 0.575036 1.985304 0.748 -1.236 1.594
O 1.702216 0.251898 1.266847 -1.216 0.244 0.089
N -0.128292 -0.294079 2.606108 0.550 1.166 -0.747
H -0.795194 0.188194 3.216671 0.085 -0.167 -0.449
H 0.544815 1.660108 2.164817 -0.082 -0.329 -0.522
H 2.881768 -1.405159 1.638439 -0.133 0.103 0.014
H 1.171725 -1.797334 1.312169 0.078 0.301 0.106
H 2.227612 -1.268319 -0.010212 0.017 0.198 0.140
C -1.097077 -1.059304 -0.862231 -0.127 -0.507 0.438
C -1.001730 0.427844 -0.962439 -0.019 0.783 -1.564
C 0.334407 1.034441 -1.368081 -0.334 0.199 -0.555
C -2.064679 1.238906 -1.071979 0.391 -0.410 0.309
N 0.917397 0.839159 -2.493078 -0.344 0.162 1.252
H 0.410399 0.156474 -3.063867 -0.002 -0.045 0.195
H 0.713428 1.806893 -0.682210 0.237 -0.304 -0.374
H -0.250714 -1.567333 -1.333855 -0.089 0.176 -0.046
H -1.090622 -1.359981 0.188714 0.037 -0.042 0.032
H -2.021265 -1.445773 -1.302667 0.110 0.128 0.050
H -3.076695 0.851718 -1.005995 0.067 0.004 0.090
H -1.963346 2.301441 -1.273909 0.081 -0.110 0.119

---

18
Properties=species:S:1:pos:R:3:forces:R:3 method="wB97M-V/def2-TZVPD" e_homo_ev=-9.6 smiles=COC(C)(C)C total_charge=0
C 1.919747 -0.301608 -0.530908 0.458 -0.094 -0.225
O 1.230634 -0.052588 0.664994 -0.100 0.084 -0.175
C -0.135358 0.012001 0.350827 -0.479 0.563 -0.770
C -0.420308 1.068533 -1.023948 -0.514 -0.201 0.944
C -0.686881 -1.386745 0.004135 -0.066 0.176 -0.252
C -0.830578 0.585870 1.602741 -0.097 0.172 -0.357
H 1.351595 0.275645 -1.261832 1.225 -0.387 -0.412
H 1.893111 -1.360233 -0.821020 0.168 0.077 0.116
H 2.946942 0.044487 -0.427653 -0.004 -0.088 -0.027
H 0.054638 1.153884 -2.051456 0.088 -1.003 1.391
H -1.446896 0.840637 -1.300613 -0.363 0.307 0.336
H -0.321390 2.099938 -0.671576 -0.357 -0.149 0.306
H -0.352343 -1.672693 -0.995312 -0.165 -0.101 0.029
H -0.375953 -2.185509 0.700056 0.062 0.603 -0.043
H -1.779921 -1.356703 0.011877 0.077 -0.008 -0.120
H -1.104053 -0.155817 2.374790 0.296 -0.013 -0.592
H -0.189349 1.326152 2.095679 -0.116 -0.059 -0.304
H -1.753630 1.064746 1.279217 -0.113 0.121 0.153

---

Number 1: LUMO level 0.362 eV. Number 2: LUMO level 0.876 eV. Number 3: LUMO level 0.960 eV.